{"formula": "C34H45CsN4O9S2", "method": "ωB97M-V with the def2-TZVPD basis set", "symbols": ["Cs", "C", "C", "O", "C", "C", "O", "C", "C", "O", "C", "C", "O", "C", "C", "O", "H", "H", "H", "H", "H", "H", "H", "H", "H", "H", "H", "H", "H", "H", "H", "H", "H", "H", "H", "H", "C", "C", "N", "N", "C", "S", "S", "C", "C", "C", "C", "C", "C", "C", "C", "C", "C", "C", "C", "C", "O", "H", "H", "H", "H", "H", "H", "H", "H", "H", "H", "H", "H", "H", "H", "C", "C", "C", "C", "C", "C", "O", "N", "C", "O", "N", "C", "O", "H", "H", "H", "H", "H", "H", "H", "H", "H", "H", "H"], "xyz": [[0.7192, -18.3172, -11.6551], [-2.2856, -14.2274, -10.7693], [-2.2612, -15.5015, -11.5850], [-1.6019, -16.5610, -10.8938], [-2.4311, -17.5893, -10.4298], [-3.2601, -17.1506, -9.2089], [-2.4894, -16.3813, -8.3503], [-2.1214, -16.9547, -7.0952], [-1.3300, -18.2517, -7.2907], [-0.2537, -18.1334, -8.2142], [1.0204, -17.7796, -7.6518], [1.3192, -16.3136, -7.8847], [1.1629, -16.0613, -9.2820], [1.6238, -14.7779, -9.6998], [-0.5399, -13.9031, -9.1905], [-0.9862, -13.7752, -10.5277], [-2.8088, -14.3567, -9.7972], [-2.8087, -13.4664, -11.3982], [-1.7289, -15.3302, -12.5247], [-3.2923, -15.7971, -11.8579], [-1.7566, -18.4036, -10.1208], [-3.0600, -17.9927, -11.2421], [-3.6992, -18.0328, -8.7273], [-4.0611, -16.5161, -9.6413], [-2.9713, -17.1056, -6.4425], [-1.4825, -16.2051, -6.6282], [-1.9688, -18.9758, -7.7528], [-0.9948, -18.6615, -6.3148], [1.7673, -18.3695, -8.2200], [0.9839, -18.0149, -6.5776], [2.3355, -16.0541, -7.6282], [0.6834, -15.6166, -7.3038], [1.5592, -14.7812, -10.8052], [2.6705, -14.6689, -9.3777], [-1.0284, -13.1141, -8.6012], [-0.8205, -14.9153, -8.8321], [1.9432, -22.9612, -12.6241], [2.4131, -21.5628, -12.8034], [1.9598, -20.9873, -13.8423], [2.4908, -19.7514, -14.0948], [1.8100, -19.0206, -14.9245], [0.2716, -19.1414, -15.6917], [2.7598, -17.5315, -15.3756], [3.6852, -18.2511, -16.7708], [4.6062, -19.4146, -16.4251], [4.1893, -20.7078, -16.7573], [4.9848, -21.7982, -16.4953], [6.2687, -21.6208, -15.9611], [6.7062, -20.3489, -15.6420], [5.8982, -19.2429, -15.8786], [3.3533, -20.9489, -11.8152], [4.6691, -20.6903, -12.2095], [5.6430, -20.2134, -11.3210], [5.2711, -20.0484, -10.0043], [3.9634, -20.2939, -9.5940], [2.8833, -20.6408, -10.4914], [1.6687, -20.7300, -10.1310], [0.9321, -23.0724, -13.0480], [1.9344, -23.2182, -11.5895], [2.6506, -23.6369, -13.1563], [4.2662, -17.4263, -17.2272], [2.9702, -18.5426, -17.5287], [3.1770, -20.8891, -17.1009], [4.5523, -22.7756, -16.6539], [6.9151, -22.4742, -15.7786], [7.6847, -20.1979, -15.1852], [6.2418, -18.2592, -15.5707], [4.9440, -20.8491, -13.2715], [6.6808, -20.1126, -11.6614], [5.9587, -19.6848, -9.2399], [3.5898, -20.0680, -8.6018], [0.2981, -10.7919, -10.5429], [1.6598, -10.9380, -9.8461], [1.6279, -11.3257, -8.3372], [2.9449, -10.8026, -7.6697], [2.9635, -10.8385, -6.1367], [0.4607, -10.6628, -7.6422], [0.0813, -9.5300, -7.7542], [-0.0902, -11.5639, -6.7520], [0.4239, -12.8445, -6.7869], [0.0351, -13.6745, -5.9962], [0.8477, -13.6870, -9.1084], [1.4875, -12.9128, -7.9720], [2.6164, -13.4391, -7.5976], [0.4698, -10.5691, -11.5887], [-0.2913, -9.9781, -10.1161], [-0.2823, -11.6968, -10.4611], [2.2785, -10.0168, -9.9200], [2.2087, -11.7225, -10.3728], [3.1160, -9.7693, -8.0404], [3.7649, -11.4155, -8.0434], [2.2648, -10.1705, -5.6319], [3.9902, -10.6303, -5.7317], [2.7475, -11.8389, -5.7652], [-0.8036, -11.2919, -6.0945]], "lowdin_charge": [1.0713, -0.1953, -0.1642, -0.2590, -0.2355, -0.1955, -0.1475, -0.1409, -0.1773, -0.1648, -0.1356, -0.1646, -0.2005, -0.1639, -0.2187, -0.1183, 0.1282, 0.1335, 0.1339, 0.1277, 0.0789, 0.1328, 0.1267, 0.1234, 0.1168, 0.1205, 0.1029, 0.1311, 0.1209, 0.1260, 0.1229, 0.1094, 0.1343, 0.1282, 0.1404, 0.1237, -0.0392, -0.3342, 0.0415, -0.1364, -1.2716, 0.3100, 0.7564, -0.4630, -0.2694, -0.0631, -0.0938, -0.1152, -0.1196, -0.0452, -0.1558, -0.0570, -0.1484, -0.1506, -0.0489, -0.5252, -0.2230, 0.0802, 0.0580, 0.0836, 0.0729, 0.0563, 0.1133, 0.0949, 0.0895, 0.0970, 0.1097, 0.1016, 0.0803, 0.0855, 0.0829, -0.0812, -0.1587, -0.2548, -0.1785, -0.1017, -0.4485, 0.0807, 0.1934, -0.3690, 0.0694, -0.0024, -0.4888, -0.1343, 0.0646, 0.0613, 0.0462, 0.1061, 0.1136, 0.1073, 0.1100, 0.0626, 0.0775, 0.0630, 0.1563], "homo_ev": -2.01, "spin_multiplicity": 1, "gap_ev": 5.35, "fmax_ev_per_a": 1.8, "lumo_energy_ha": 0.1228, "charge": -2}